1.
Entry from OMol25: a molecular structure, C21H36BF4NNbO16 at a distorted geometry (wB97M-V/def2-TZVPD).

The value obtained for the lowest unoccupied orbital energy is 2.126 eV. The HOMO energy comes out at -3.9536 eV.

```
! RIJCOSX wB97M-V def2-TZVPD def2/J DEFGRID3
* xyz -1 1
C 0.206 5.555 -0.812
C -0.015 4.117 -0.323
C -0.624 3.262 -1.427
N -1.234 2.018 -0.963
Nb -2.688 1.848 0.508
C -2.141 -0.348 0.823
C -0.910 -0.573 1.712
C -1.110 -0.117 3.159
C 0.014 -0.608 4.049
O 1.268 0.029 3.669
C 2.221 0.018 4.585
O 3.401 -0.068 4.335
C -3.640 3.888 0.187
B -3.789 4.755 1.465
O -4.152 4.287 2.712
O -3.534 6.159 1.378
H 0.508 6.213 0.006
H -0.734 5.960 -1.207
H 0.940 5.598 -1.624
H 0.966 3.697 -0.070
H -0.645 4.145 0.566
H -1.341 3.854 -2.020
H 0.190 3.026 -2.128
H -1.354 1.386 -1.750
H -3.931 1.235 -0.687
H -3.883 1.613 1.877
H -1.501 2.510 1.814
H -1.938 -0.774 -0.170
H -2.998 -0.913 1.212
H -0.015 -0.115 1.280
H -0.716 -1.661 1.789
H -2.053 -0.504 3.556
H -1.123 0.976 3.204
H -0.180 -0.387 5.107
H 0.175 -1.685 3.919
H 1.854 0.130 5.619
H -4.666 3.776 -0.186
H -3.081 4.524 -0.512
H -4.279 5.026 3.316
H -4.261 6.687 1.714
C 1.640 -5.019 1.686
C 1.632 -5.002 0.170
O 0.261 -5.208 -0.131
C -0.459 -4.706 0.920
O -1.610 -4.441 0.887
O 0.342 -4.518 1.987
F 2.371 -6.008 -0.364
H 1.748 -6.036 2.065
H 2.396 -4.388 2.136
H 1.950 -4.060 -0.280
C 2.289 2.937 -5.391
C 1.494 2.726 -6.663
O 0.562 1.744 -6.278
C 0.357 1.858 -4.924
O -0.530 1.357 -4.333
O 1.322 2.644 -4.387
F 2.259 2.251 -7.682
H 3.111 2.222 -5.332
H 2.667 3.948 -5.269
H 0.959 3.609 -7.017
C -3.377 -3.736 -3.896
C -2.253 -3.674 -2.881
O -2.293 -2.335 -2.468
C -3.581 -1.883 -2.606
O -4.022 -0.921 -2.099
O -4.280 -2.758 -3.396
F -1.042 -3.941 -3.446
H -3.014 -3.444 -4.884
H -3.862 -4.707 -3.952
H -2.387 -4.320 -2.011
C 6.357 -2.741 3.406
C 5.687 -3.059 2.085
O 4.905 -4.200 2.410
C 4.602 -4.118 3.741
O 3.755 -4.747 4.279
O 5.389 -3.208 4.346
F 6.580 -3.391 1.120
H 7.280 -3.313 3.513
H 6.552 -1.683 3.557
H 5.033 -2.273 1.706
*
```

---

2.
Entry from OMol25: a molecular structure, C21H36CdCl6F2O22S at a distorted geometry (wB97M-V/def2-TZVPD).

The value obtained for the lowest unoccupied orbital energy is -5.054 eV. For the energy above the lowest of the compared OMol25 structures with the same formula, charge and spin, the calculation gives 239.9 kcal per mole. The HOMO energy comes out at -8.9739 eV.

```
! RIJCOSX wB97M-V def2-TZVPD def2/J DEFGRID3
* xyz 0 1
Cd 2.772 -24.106 1.016
S 4.879 -26.566 -0.693
O 5.882 -27.474 -0.256
O 4.511 -26.634 -2.126
O 3.648 -26.738 0.028
O 5.201 -25.166 -0.339
C 6.207 -27.530 5.272
O 6.513 -26.262 5.869
C 6.012 -25.141 5.307
O 5.174 -25.014 4.418
O 6.267 -24.084 6.116
C 7.426 -24.120 6.950
H 6.830 -28.328 5.678
H 6.356 -27.431 4.197
H 5.200 -27.877 5.504
H 8.298 -24.404 6.362
H 7.272 -24.898 7.697
H 7.628 -23.165 7.436
C -3.718 -25.959 3.574
O -2.494 -25.354 3.149
C -1.306 -25.722 3.692
O -0.210 -25.232 3.409
O -1.458 -26.564 4.704
C -0.378 -27.106 5.462
H -3.690 -27.031 3.377
H -4.545 -25.633 2.944
H -4.010 -25.782 4.609
H 0.412 -26.384 5.665
H 0.161 -27.814 4.833
H -0.670 -27.546 6.416
C -2.453 -20.836 -3.029
O -1.828 -21.752 -2.130
C -1.092 -22.783 -2.407
O -0.137 -23.245 -1.764
O -1.351 -23.311 -3.576
C -0.759 -24.469 -4.150
H -3.239 -20.287 -2.510
H -2.777 -21.323 -3.948
H -1.650 -20.119 -3.201
H -0.172 -24.305 -5.053
H -1.541 -25.172 -4.438
H -0.075 -24.936 -3.441
C 3.483 -32.153 1.562
O 3.596 -33.453 0.844
C 4.184 -34.486 1.473
O 4.784 -34.378 2.543
O 4.223 -35.646 0.594
C 4.919 -36.849 0.984
H 3.172 -32.285 2.599
H 2.947 -31.383 1.007
H 4.502 -31.789 1.690
H 5.983 -36.710 1.173
H 4.716 -37.772 0.441
H 4.558 -37.097 1.982
C 10.107 -23.668 0.084
C 10.177 -24.741 1.134
O 10.415 -24.067 2.364
C 10.343 -22.779 2.198
O 10.391 -21.904 3.087
O 9.949 -22.516 0.896
F 11.224 -25.591 0.962
H 9.185 -23.868 -0.462
H 10.909 -23.761 -0.648
H 9.284 -25.361 1.053
C 9.126 -27.894 -4.861
C 8.650 -26.584 -5.512
O 9.184 -26.578 -6.772
C 9.989 -27.735 -6.917
O 10.584 -28.082 -7.951
O 10.046 -28.382 -5.785
F 9.247 -25.592 -4.801
H 8.321 -28.626 -4.802
H 9.656 -27.575 -3.963
H 7.586 -26.366 -5.606
C 4.557 -22.347 -5.578
Cl 3.772 -20.828 -5.081
Cl 4.373 -22.862 -7.327
H 5.626 -22.285 -5.375
H 4.115 -23.060 -4.882
C 9.313 -31.361 0.986
Cl 9.987 -31.475 -0.709
Cl 10.309 -32.394 2.004
H 9.263 -30.320 1.304
H 8.333 -31.840 0.977
C 2.728 -30.116 -5.479
Cl 1.412 -31.233 -5.905
Cl 4.237 -30.547 -6.435
H 2.584 -29.105 -5.862
H 2.945 -30.090 -4.411
*
```

---

3.
Entry from OMol25: a molecular structure, C21H36CeCl2N3O4 at a distorted geometry (wB97M-V/def2-TZVPD).

The value obtained for the lowest unoccupied orbital energy (spin up / spin down) is 0.261 / 0.260 eV. For the energy above the lowest of the compared OMol25 structures with the same formula, charge and spin, the calculation gives 0.0 kcal per mole. As for the expectation value of S²: 0.751. The HOMO energy (spin up / spin down) comes out at -7.2413 / -7.8227 eV.

```
! RIJCOSX wB97M-V def2-TZVPD def2/J DEFGRID3
* xyz 0 2
O -0.507 -1.192 -0.822
C -0.639 -2.474 -0.357
C -2.105 -2.915 -0.332
C -3.138 -1.990 -0.258
H -2.891 -0.929 -0.168
C -4.464 -2.420 -0.269
H -5.253 -1.673 -0.244
C -4.758 -3.786 -0.298
H -5.797 -4.120 -0.281
C -3.712 -4.713 -0.354
H -3.934 -5.779 -0.369
C -2.390 -4.277 -0.395
H -1.557 -4.986 -0.452
H -0.118 -3.162 -1.050
C 1.599 -3.027 0.943
C 0.138 -2.661 1.049
H 1.849 -3.804 1.691
H 2.278 -2.174 1.117
H 1.807 -3.454 -0.054
C -0.573 -2.785 2.184
C -0.039 -3.138 3.537
H -1.658 -2.693 2.142
H -0.405 -4.117 3.878
H -0.373 -2.430 4.305
H 1.054 -3.172 3.585
Ce 0.301 0.508 0.658
Cl -2.169 1.254 1.213
Cl 1.502 -0.024 2.917
H -3.579 0.544 -4.273
H -3.493 2.769 -3.100
C -3.206 0.122 -3.329
C -2.965 2.341 -2.240
N -2.352 1.086 -2.650
H -2.631 -0.785 -3.535
C -1.067 0.818 -2.425
O -0.328 1.468 -1.636
H -2.195 3.026 -1.880
H -0.689 -0.060 -2.972
H -4.071 -0.132 -2.700
H -3.697 2.155 -1.444
H 5.433 0.643 -1.592
H 4.613 -0.257 -4.073
C 4.926 -0.287 -1.297
C 4.031 -0.998 -3.509
N 3.767 -0.530 -2.154
H 4.611 -0.222 -0.253
C 2.535 -0.215 -1.765
O 2.266 0.186 -0.600
H 3.075 -1.175 -4.012
H 1.744 -0.340 -2.522
H 5.629 -1.115 -1.437
H 4.609 -1.931 -3.472
C 1.711 5.696 3.195
N 1.455 4.855 2.026
C 2.035 5.274 0.761
C 0.859 3.653 2.090
C 0.164 3.269 3.365
O 0.898 2.882 1.083
H 2.212 6.602 2.849
H 2.361 5.189 3.927
H 0.775 5.975 3.701
H 2.812 4.574 0.429
H 1.263 5.338 -0.016
H 2.473 6.260 0.919
H -0.840 2.893 3.120
H 0.728 2.456 3.842
H 0.078 4.108 4.061
*
```

---

4.
Entry from OMol25: a molecular structure, C21H36Cl3FeN2O4Si at a distorted geometry (wB97M-V/def2-TZVPD).

The value obtained for the lowest unoccupied orbital energy (spin up / spin down) is 2.661 / 2.665 eV. For the energy above the lowest of the compared OMol25 structures with the same formula, charge and spin, the calculation gives 9.6 kcal per mole. As for the expectation value of S²: 6.031. The HOMO energy (spin up / spin down) comes out at -0.8804 / -3.6696 eV.

```
! RIJCOSX wB97M-V def2-TZVPD def2/J DEFGRID3
* xyz -1 5
C 3.114 -2.588 -7.084
C 2.415 -1.700 -8.055
H 2.519 -3.487 -6.882
H 3.295 -2.080 -6.139
H 4.074 -2.929 -7.497
C 2.322 -2.099 -9.340
C 2.529 -3.497 -9.816
H 2.164 -1.382 -10.148
H 1.813 -4.204 -9.360
H 3.544 -3.880 -9.629
H 2.361 -3.526 -10.903
Fe -0.379 1.840 -5.461
Cl 2.961 -1.713 -3.757
Cl 1.339 2.829 -4.525
C -1.411 3.971 -2.916
O -2.237 3.467 -3.682
N -1.520 5.191 -2.336
C -2.701 6.004 -2.575
C -0.337 5.848 -1.810
H -0.473 3.459 -2.629
H -3.601 5.459 -2.276
H -2.792 6.286 -3.633
H -2.597 6.908 -1.969
H 0.208 5.146 -1.162
H -0.645 6.726 -1.238
H 0.348 6.162 -2.616
H 0.044 -4.385 -0.038
H -1.100 -3.731 -2.767
C -1.004 -4.118 0.162
C -1.945 -3.619 -2.074
N -1.502 -3.142 -0.783
H -1.069 -3.698 1.173
C -1.313 -1.817 -0.577
O -1.496 -0.946 -1.414
H -2.667 -2.921 -2.503
H -0.971 -1.598 0.454
H -1.611 -5.026 0.096
H -2.409 -4.597 -1.928
O 1.087 -0.261 -6.440
C 1.975 -0.300 -7.572
C 0.524 0.142 -9.607
C 1.428 0.608 -8.646
H 0.212 -0.905 -9.597
C 0.074 1.020 -10.599
H 2.900 0.148 -7.176
C 1.826 1.942 -8.616
H -0.604 0.636 -11.366
C 0.495 2.348 -10.601
C 1.371 2.811 -9.603
H 2.496 2.269 -7.811
H 0.167 3.023 -11.397
H 1.705 3.844 -9.600
Si -0.619 -0.566 -6.310
Cl 0.563 -3.061 -4.926
C -1.325 -1.971 -7.281
C -1.431 1.012 -7.165
C -1.142 -0.223 -4.553
H -1.604 -1.614 -8.288
H -2.255 -2.301 -6.807
H -0.687 -2.847 -7.408
H -2.055 -0.839 -4.473
H -1.429 0.816 -4.254
H -0.472 -0.647 -3.808
H -2.368 0.573 -7.550
H -0.915 1.471 -8.019
H -1.846 1.844 -6.520
O 1.151 -2.961 -2.338
C 1.505 -2.626 -3.446
*
```

---

5.
Entry from OMol25: a molecular structure, C21H36Cl3InN2O4Si at a distorted geometry (wB97M-V/def2-TZVPD).

The value obtained for the lowest unoccupied orbital energy is 0.220 eV. The HOMO energy comes out at -8.7362 eV.

```
! RIJCOSX wB97M-V def2-TZVPD def2/J DEFGRID3
* xyz 0 1
C 2.318 -1.717 -3.826
C 1.474 -0.754 -3.018
H 2.726 -1.317 -4.772
H 1.667 -2.545 -4.158
H 3.139 -2.099 -3.208
C 0.452 -0.146 -3.644
C 0.252 -0.063 -5.132
H -0.303 0.352 -3.032
H -0.282 -0.913 -5.574
H 1.171 0.063 -5.720
H -0.416 0.790 -5.348
In -0.342 -0.704 4.116
Cl 1.860 -0.984 5.380
Cl -1.729 -2.601 4.308
C 0.064 2.217 3.530
O -0.910 1.571 4.069
N -0.009 3.443 2.998
C -1.311 4.075 2.898
C 1.202 4.246 2.872
H 1.067 1.775 3.420
H -2.070 3.310 3.061
H -1.419 4.530 1.906
H -1.390 4.862 3.654
H 2.050 3.541 2.823
H 1.306 4.901 3.754
H 1.165 4.869 1.972
H -2.287 -2.051 -1.241
H -2.555 0.916 -2.237
C -3.212 -1.521 -1.005
C -3.279 0.900 -1.401
N -2.951 -0.186 -0.483
H -3.777 -2.115 -0.286
C -2.687 0.058 0.834
O -2.434 -0.814 1.666
H -3.227 1.863 -0.887
H -2.728 1.136 1.049
H -3.773 -1.438 -1.941
H -4.287 0.769 -1.834
O 0.766 -1.575 -0.811
C 1.647 -0.692 -1.499
C 0.030 1.089 -0.818
C 1.375 0.724 -0.989
H -0.758 0.343 -0.933
C -0.302 2.443 -0.581
H 2.679 -0.997 -1.220
C 2.391 1.651 -0.722
H -1.350 2.751 -0.504
C 0.727 3.388 -0.436
C 2.071 2.980 -0.444
H 3.436 1.320 -0.792
H 0.483 4.442 -0.273
H 2.872 3.711 -0.252
Si 0.732 -3.165 -0.499
Cl 0.886 -0.046 2.314
C -0.950 -3.480 0.234
C 1.701 -3.344 1.122
C 1.449 -4.140 -1.878
H -1.433 -2.606 0.717
H -0.755 -4.213 1.026
H -1.632 -3.957 -0.496
H 0.862 -4.024 -2.810
H 1.430 -5.208 -1.620
H 2.498 -3.827 -2.029
H 2.447 -2.554 1.302
H 2.150 -4.338 0.984
H 0.995 -3.358 1.970
O -0.329 -0.921 7.710
C -0.654 -0.617 6.665
*
```

---

6.
Entry from OMol25: a molecular structure, C21H36GeN5O3PbS2 (wB97M-V/def2-TZVPD).

The value obtained for the lowest unoccupied orbital energy (spin up / spin down) is -6.828 / -8.451 eV. As for the expectation value of S²: 0.777. The HOMO energy (spin up / spin down) comes out at -14.0394 / -14.0253 eV.

```
! RIJCOSX wB97M-V def2-TZVPD def2/J DEFGRID3
* xyz 2 2
Pb -0.423 1.557 -0.899
C -4.064 3.606 -3.339
C -3.036 2.701 -2.746
N -1.986 3.129 -2.029
N -1.885 4.430 -1.964
C -0.924 4.964 -1.082
N -0.987 6.287 -1.055
S 0.209 4.139 -0.168
C -3.184 1.233 -2.895
C -4.200 0.698 -3.667
C -4.320 -0.687 -3.755
C -3.422 -1.481 -3.081
C -2.422 -0.866 -2.328
N -2.310 0.447 -2.238
H -3.754 4.639 -3.291
H -5.005 3.493 -2.786
H -4.257 3.338 -4.381
H -1.695 6.776 -1.585
H -0.371 6.810 -0.455
H -4.894 1.338 -4.197
H -5.114 -1.127 -4.346
H -3.481 -2.565 -3.128
H -1.690 -1.453 -1.775
C 2.472 -4.160 -0.578
C 2.428 -2.704 -0.990
C 3.684 -1.959 -0.601
C 2.122 -2.550 -2.464
O 1.236 -2.094 -0.304
Ge 1.128 -1.250 1.154
O 2.312 -0.095 1.480
C 2.853 0.567 2.712
C 3.487 1.844 2.194
C 1.722 0.855 3.671
C 3.886 -0.363 3.306
O -0.487 -0.939 1.577
C -1.472 -1.631 2.440
C -2.646 -0.675 2.519
C -1.863 -2.937 1.770
C -0.868 -1.864 3.812
H 3.287 -4.662 -1.107
H 2.659 -4.258 0.499
H 1.534 -4.669 -0.822
H 4.536 -2.390 -1.130
H 3.621 -0.899 -0.855
H 3.878 -2.055 0.476
H 2.920 -3.017 -3.048
H 1.179 -3.044 -2.713
H 2.063 -1.493 -2.741
H 2.721 2.560 1.879
H 4.081 2.297 2.993
H 4.136 1.635 1.344
H 0.904 1.371 3.162
H 1.341 -0.068 4.119
H 2.080 1.494 4.479
H 4.734 -0.489 2.630
H 4.250 0.048 4.249
H 3.449 -1.347 3.515
H -3.050 -0.486 1.518
H -3.436 -1.114 3.131
H -2.342 0.273 2.969
H -2.297 -2.755 0.782
H -0.997 -3.601 1.660
H -2.604 -3.456 2.381
H -0.548 -0.922 4.263
H -1.602 -2.329 4.472
H -0.004 -2.541 3.747
S 1.055 1.696 -3.041
C 2.384 1.482 -2.016
N 3.287 1.288 -1.308
*
```

---

Number 1: E_tot -69706.254 eV. Number 2: E_tot -163365.264 eV. Number 3: E_tot -73000.961 eV. Number 4: E_tot -113363.741 eV. Number 5: E_tot -84153.540 eV. Number 6: E_tot -119374.470 eV.